# 1
{
  "formula": "C23H27FN2O2",
  "method": "ωB97M-V with the def2-TZVPD basis set",
  "species": ["O", "C", "N", "C", "C", "C", "C", "C", "C", "C", "F", "C", "C", "C", "C", "C", "O", "N", "C", "C", "C", "C", "C", "C", "C", "C", "C", "C", "H", "H", "H", "H", "H", "H", "H", "H", "H", "H", "H", "H", "H", "H", "H", "H", "H", "H", "H", "H", "H", "H", "H", "H", "H", "H", "H"],
  "positions_angstrom": [[1.591200, -2.117331, 2.405527], [0.618111, -1.392433, 2.352602], [-0.431102, -1.626431, 1.542174], [-0.500805, -2.770264, 0.662002], [-0.806289, -2.357657, -0.779759], [-2.020792, -1.475086, -0.919373], [-2.048385, -0.494222, -1.904278], [-3.139810, 0.341592, -2.054940], [-4.236195, 0.219840, -1.221242], [-4.206187, -0.763731, -0.253666], [-5.267640, -0.916559, 0.567965], [-3.128165, -1.613375, -0.092627], [0.531274, -0.118597, 3.199010], [-0.858646, 0.168209, 3.788903], [-1.516347, 1.398321, 3.147127], [-1.298272, 1.444657, 1.648699], [-2.198955, 1.569737, 0.839480], [0.003921, 1.330592, 1.300467], [0.396520, 1.291162, -0.089726], [1.271604, 2.480696, -0.483491], [1.702764, 2.378217, -1.951602], [2.431893, 1.090134, -2.216693], [3.684499, 0.861025, -1.659218], [4.335531, -0.343551, -1.853760], [3.743413, -1.339525, -2.611974], [2.502872, -1.117870, -3.183948], [1.855035, 0.089282, -2.987252], [0.987069, 1.059607, 2.319559], [-1.191710, -0.967655, 1.474892], [-1.263581, -3.467240, 1.027721], [0.469405, -3.269700, 0.715450], [0.058240, -1.836711, -1.197504], [-0.955023, -3.267757, -1.368181], [-1.196812, -0.387450, -2.559951], [-3.133907, 1.102367, -2.820619], [-5.090691, 0.870615, -1.305328], [-3.174981, -2.368307, 0.676682], [1.268588, -0.247606, 3.995972], [-1.506776, -0.700247, 3.659363], [-0.773611, 0.341453, 4.862887], [-2.589090, 1.406095, 3.340446], [-1.089872, 2.309302, 3.573876], [0.939362, 0.358445, -0.279746], [-0.526117, 1.294040, -0.674968], [2.157888, 2.508114, 0.153844], [0.714294, 3.406229, -0.328536], [2.351913, 3.224933, -2.187052], [0.819289, 2.439860, -2.589418], [4.154746, 1.635263, -1.069433], [5.307109, -0.507342, -1.411381], [4.248757, -2.282135, -2.759433], [2.037400, -1.886892, -3.783560], [0.889623, 0.261163, -3.442652], [1.143316, 1.944498, 2.948805], [1.934123, 0.810221, 1.837856]],
  "forces_ev_per_a": [[0.3755, -0.2106, 0.0293], [-0.0524, 0.4081, 0.4291], [-0.3789, -0.0983, -0.3179], [0.0842, -0.1865, -0.2061], [0.0147, -0.1461, 0.2019], [-0.0155, 0.0929, -0.1454], [0.0177, -0.0551, -0.0373], [-0.0082, -0.0616, 0.0127], [-0.1277, -0.1250, 0.1502], [0.0423, -0.0137, -0.1167], [0.0806, 0.0564, -0.0595], [-0.1471, 0.0821, 0.0179], [0.2816, -0.0649, -0.0467], [0.0012, 0.0963, 0.0713], [-0.2480, -0.0836, -0.0007], [-0.0492, 0.2447, 0.3190], [-0.3228, 0.0503, -0.1241], [0.0543, 0.0404, -0.1641], [0.0335, 0.2363, -0.2263], [-0.1874, -0.1882, -0.1194], [0.0800, 0.0577, 0.2378], [-0.0072, 0.0566, -0.1761], [-0.0347, 0.0141, -0.0121], [0.0733, -0.0138, 0.0565], [0.0228, -0.1131, -0.0329], [-0.0006, -0.1095, -0.0318], [0.0047, 0.0618, 0.0047], [0.1569, -0.0846, 0.4215], [0.0855, -0.0070, 0.1034], [0.1029, -0.0162, -0.0392], [-0.1840, 0.0054, -0.0046], [0.0121, -0.0160, -0.0186], [0.0723, -0.0067, -0.0262], [0.1170, 0.0230, -0.0534], [-0.0064, 0.0790, -0.0679], [-0.1073, 0.0669, 0.0197], [-0.0152, -0.0967, 0.1215], [-0.0720, -0.0698, -0.1382], [0.0053, 0.0290, 0.0634], [-0.0231, -0.0679, -0.0350], [0.0775, 0.0860, -0.0827], [0.0027, 0.0201, 0.0126], [-0.0962, 0.0014, 0.0082], [0.1531, -0.0760, 0.0264], [0.0487, 0.0636, 0.0422], [0.0123, 0.0261, 0.0720], [-0.0668, 0.0144, -0.0750], [0.0069, 0.0388, -0.0574], [0.0539, 0.0924, 0.0763], [0.0800, -0.0136, 0.0355], [0.0446, -0.0766, -0.0137], [-0.0325, -0.0618, -0.0519], [-0.1003, 0.0304, -0.0378], [0.1124, -0.0831, -0.0402], [-0.0266, 0.0713, 0.0260]],
  "mulliken_charge": [-0.7182, 0.3098, 0.3147, -1.2909, -0.3594, 0.6267, -0.6562, -0.3184, -0.7290, 0.4082, -0.3697, -0.5871, 0.5602, -0.9096, -0.9492, 0.5047, -0.6171, 0.5295, -0.3105, -0.7297, -1.2722, 0.3364, -0.1687, -0.7575, -0.4445, -0.6443, -0.0509, -1.5124, -0.1398, 0.2473, 0.5762, -0.1067, 0.4919, 0.5681, 0.3963, 0.4425, 0.4238, 0.5819, 0.3841, 0.3078, 0.3945, 0.3837, 0.2170, 0.0974, 0.4307, 0.3693, 0.4388, 0.3934, 0.4019, 0.4019, 0.4044, 0.4141, 0.3674, 0.4051, 0.5126],
  "smiles": "O=C(NCCc1cccc(F)c1)[C@@H]1CCC(=O)N(CCCc2ccccc2)C1",
  "de_lowest_ev": 0.171,
  "gap_ev": 9.721,
  "charge": 0
}

---

# 2
{
  "formula": "C5H11N5",
  "method": "ωB97M-V with the def2-TZVPD basis set",
  "species": ["C", "C", "C", "C", "C", "N", "N", "N", "N", "N", "H", "H", "H", "H", "H", "H", "H", "H", "H", "H", "H"],
  "positions_angstrom": [[-0.760155, 0.848597, 1.025565], [0.516911, 1.189870, 0.634438], [-1.548648, 0.051784, 0.237772], [-3.991910, -0.473279, 0.140884], [1.858645, -1.949507, 0.236428], [-2.822302, -0.056520, 0.299407], [-5.962106, 0.549064, -0.797054], [-5.028705, 0.203959, -0.185183], [1.054342, 0.511974, -0.348053], [2.222470, 1.266834, -1.024582], [-1.264524, 1.438317, 1.858373], [1.001767, 2.097499, 1.107100], [-1.137775, -0.612202, -0.487676], [-4.189587, -1.445804, 0.524669], [1.614741, -2.481896, -0.532954], [2.907750, -2.079882, 0.435251], [1.172808, -1.370482, 0.810133], [-6.813873, 1.097157, -0.455835], [2.655732, 1.868828, -0.296426], [1.867320, 1.844266, -1.792027], [3.010247, 0.737144, -1.451815]],
  "forces_ev_per_a": [[-0.5453, 2.4648, 2.7285], [1.1421, 1.6871, 0.5745], [-2.5821, -2.5042, -1.3474], [-1.1206, -1.1671, -0.2586], [1.8715, 3.0039, 3.6150], [2.9922, 2.4061, 1.0022], [-1.9666, 0.2572, -3.1624], [-0.5777, 0.8193, 2.2208], [1.7892, -0.3004, -2.6099], [-0.0157, 0.2523, 1.6515], [0.8813, -0.8890, -1.1345], [-0.4083, -1.0925, -0.4144], [0.9644, -0.0614, -0.7989], [-0.6827, -0.9745, 0.2057], [-2.2086, -2.9227, -4.5699], [0.2310, 0.4536, 0.7417], [-0.0281, -0.4237, 0.5395], [1.6200, -0.5372, 0.8892], [-0.0870, -0.0086, -0.6520], [-0.3474, 0.1146, 0.1851], [-0.9216, -0.5776, 0.5945]],
  "mulliken_charge": [-0.5618, 0.1630, -0.0507, 0.0376, -0.6616, -0.1484, -0.4756, 0.4864, -0.3712, -0.3862, 0.3485, 0.3607, 0.4354, 0.3474, 0.3697, 0.3617, 0.2758, 0.3537, 0.3943, 0.3645, 0.3568],
  "de_lowest_ev": 9.311,
  "gap_ev": [8.082, 5.016],
  "charge": 2
}

---

# 3
{
  "formula": "C9H13NS",
  "method": "ωB97M-V with the def2-TZVPD basis set",
  "species": ["C", "S", "C", "N", "C", "C", "C", "C", "C", "C", "C", "H", "H", "H", "H", "H", "H", "H", "H", "H", "H", "H", "H", "H"],
  "positions_angstrom": [[1.370492, 0.234178, -3.417940], [0.407530, 0.183886, -1.993495], [0.516850, 1.937527, -1.247403], [-1.032834, -0.160796, -2.410745], [1.021691, -0.755213, -0.360686], [0.152900, -0.593881, 0.758425], [-0.967880, -1.393941, 0.906569], [-1.892520, -1.257891, 1.961757], [-1.653932, -0.234699, 2.964543], [-0.437830, 0.425250, 2.850707], [0.413670, 0.365161, 1.748804], [1.241499, -0.645249, -4.043732], [2.280530, 0.706866, -3.379984], [-0.276193, 1.987012, -0.480703], [1.436652, 1.963650, -0.657651], [0.436426, 2.570569, -2.137489], [-1.699782, -0.470751, -1.675913], [1.282064, -1.825158, -0.776081], [1.910685, -0.341562, -0.106258], [-0.870263, -2.198897, 0.282133], [-2.526070, -2.193743, 1.950347], [-2.258783, -0.255293, 3.908396], [-0.177476, 1.014409, 3.722894], [1.322573, 0.938565, 1.633505]],
  "forces_ev_per_a": [[-3.1471, -1.2669, 1.7149], [0.8370, 1.4675, -0.7976], [0.0827, -1.9605, 0.0604], [-0.3915, -0.7241, 0.6361], [-0.7613, -2.6849, -3.5233], [-1.4355, 0.9308, 1.7249], [-0.0455, 1.8033, 2.1552], [1.0886, -0.7449, -0.4203], [-0.4214, -3.0337, -0.9239], [-0.2951, 1.1112, 0.6838], [-0.4696, -0.9816, -0.3705], [-0.0733, 0.1109, 0.2793], [1.9815, 1.0820, 0.4269], [-0.0383, 0.1300, -0.8366], [0.2451, 0.4279, -0.5943], [0.0283, 0.0860, 0.6233], [1.0443, 0.3590, -0.3508], [-1.0015, 1.8741, 0.9416], [3.0275, 1.5065, 0.1137], [-1.0211, -2.2495, -1.5037], [-0.1494, 1.8017, 0.8366], [0.6741, 0.3902, -1.1347], [0.2161, 0.3416, -0.2414], [0.0255, 0.2234, 0.5003]],
  "mulliken_charge": [-1.0402, 0.9353, -0.9828, -0.7394, -1.5257, 0.9821, -0.5442, -0.3685, -0.5778, -0.4116, -0.3477, 0.2374, 0.3456, 0.3203, 0.2992, 0.3992, 0.2722, 0.3711, 0.5856, 0.5321, 0.2718, 0.3158, 0.3414, 0.3289],
  "smiles": "C=[S@@](C)(=N)Cc1ccccc1",
  "de_lowest_ev": 4.941,
  "gap_ev": 7.859,
  "charge": 0
}

---

# 4
{
  "formula": "C4H6N2O",
  "method": "ωB97M-V with the def2-TZVPD basis set",
  "species": ["N", "C", "C", "C", "C", "O", "N", "H", "H", "H", "H", "H", "H"],
  "positions_angstrom": [[-2.285154, -0.397265, 0.167046], [-0.917703, -0.056956, 0.120114], [-0.286566, 1.132488, 0.345828], [1.130240, 0.868293, 0.352336], [1.287873, -0.413370, -0.087521], [2.353785, -1.063074, -0.631195], [0.050810, -1.030592, -0.083377], [-2.631825, -0.756656, -0.718409], [-2.812431, 0.433625, 0.412030], [-0.737468, 2.116751, 0.303506], [1.945184, 1.578062, 0.346781], [3.055222, -0.396674, -0.558889], [-0.151969, -2.014634, 0.031755]],
  "forces_ev_per_a": [[0.1660, 0.0676, -0.1343], [0.1969, 0.3129, 0.2493], [-0.1041, -0.0893, 0.0638], [0.4478, -0.0328, -1.3044], [-0.8314, -0.2284, 0.6832], [0.2127, 0.4158, 0.7357], [-0.3709, 0.0744, -0.4355], [0.0781, 0.0869, 0.1098], [-0.0432, -0.2452, 0.0226], [-0.0281, -0.2192, 0.4399], [-0.1848, 0.1794, 0.0490], [0.1350, -0.5308, -0.2293], [0.3261, 0.2087, -0.2498]],
  "mulliken_charge": [-0.5739, 0.2173, -0.4580, -0.5703, 0.2182, -0.4902, -0.0927, 0.2408, 0.2626, 0.3411, 0.3332, 0.3186, 0.2533],
  "smiles": "Nc1ccc(O)[nH]1",
  "de_lowest_ev": 1.244,
  "gap_ev": 8.053,
  "charge": 0
}